{"formula": "C38H46MnN3O4SSi2Te", "method": "ωB97M-V/def2-TZVPD", "species": ["Mn", "C", "O", "C", "N", "C", "C", "C", "C", "C", "C", "C", "C", "C", "C", "C", "C", "N", "C", "N", "C", "C", "O", "C", "C", "C", "C", "C", "C", "H", "H", "H", "H", "H", "H", "H", "H", "H", "H", "H", "H", "H", "H", "H", "H", "H", "H", "H", "O", "C", "O", "C", "C", "C", "C", "S", "C", "C", "H", "H", "H", "H", "H", "C", "Si", "C", "C", "C", "Te", "C", "Si", "C", "C", "C", "H", "H", "H", "H", "H", "H", "H", "H", "H", "H", "H", "H", "H", "H", "H", "H", "H", "H", "H", "H", "H", "H"], "positions_angstrom": [[0.208, 0.719, -1.527], [4.455, 2.599, -1.844], [3.414, 3.624, -1.788], [2.275, 2.967, -1.637], [2.298, 1.698, -1.489], [3.708, 1.273, -1.574], [3.931, 0.214, -2.622], [4.831, -0.814, -2.380], [5.080, -1.768, -3.355], [4.426, -1.700, -4.575], [3.524, -0.675, -4.821], [3.279, 0.281, -3.849], [1.008, 3.724, -1.633], [0.880, 5.083, -1.400], [-0.405, 5.606, -1.332], [-1.510, 4.778, -1.485], [-1.276, 3.433, -1.719], [-0.047, 2.936, -1.806], [-2.313, 2.391, -1.854], [-2.021, 1.148, -1.887], [-3.275, 0.425, -2.171], [-4.345, 1.519, -1.983], [-3.581, 2.763, -1.964], [-3.508, -0.810, -1.336], [-4.594, -1.622, -1.651], [-4.848, -2.772, -0.921], [-4.010, -3.129, 0.128], [-2.928, -2.325, 0.442], [-2.680, -1.167, -0.284], [5.203, 2.848, -1.097], [4.886, 2.638, -2.842], [3.981, 0.870, -0.596], [5.329, -0.880, -1.419], [5.779, -2.570, -3.157], [4.613, -2.449, -5.332], [3.002, -0.627, -5.767], [2.561, 1.070, -4.044], [1.756, 5.703, -1.271], [-0.547, 6.662, -1.150], [-2.520, 5.154, -1.417], [-3.225, 0.119, -3.221], [-4.866, 1.436, -1.030], [-5.057, 1.594, -2.799], [-5.240, -1.366, -2.484], [-5.692, -3.398, -1.180], [-4.196, -4.036, 0.689], [-2.262, -2.608, 1.246], [-1.811, -0.564, -0.051], [-2.321, -7.440, -0.552], [-1.895, -6.454, 0.266], [-2.019, -6.561, 1.454], [-1.281, -5.255, -0.382], [-1.571, -4.856, -1.683], [-1.008, -3.706, -2.212], [-0.134, -2.940, -1.447], [0.555, -1.463, -2.107], [0.164, -3.347, -0.146], [-0.409, -4.485, 0.384], [-2.049, -7.263, -1.460], [-2.281, -5.408, -2.289], [-1.262, -3.385, -3.213], [0.845, -2.753, 0.448], [-0.201, -4.794, 1.400], [4.109, 1.233, 2.415], [2.979, -0.167, 2.955], [2.128, 0.261, 4.568], [3.952, -1.758, 3.109], [1.662, -0.412, 1.627], [0.391, 1.293, 1.376], [-1.202, 0.588, 2.600], [-2.296, 1.979, 3.268], [-3.127, 2.771, 1.773], [-3.559, 1.208, 4.409], [-1.257, 3.239, 4.181], [4.735, 1.564, 3.246], [3.544, 2.102, 2.068], [4.779, 0.910, 1.615], [2.861, 0.449, 5.354], [1.487, -0.556, 4.906], [1.514, 1.160, 4.474], [4.739, -1.666, 3.860], [4.425, -2.026, 2.162], [3.309, -2.589, 3.407], [0.971, -1.221, 1.866], [2.079, -0.638, 0.642], [-0.727, 0.034, 3.412], [-1.798, -0.109, 2.012], [-3.924, 2.133, 1.386], [-2.406, 2.938, 0.966], [-3.565, 3.738, 2.025], [-4.104, 0.402, 3.914], [-4.289, 1.945, 4.747], [-3.076, 0.792, 5.295], [-0.422, 3.606, 3.581], [-0.845, 2.811, 5.097], [-1.866, 4.099, 4.466]], "gap_ha": [0.232, 0.237], "homo_ha": [-0.3635, -0.3733], "relative_energy_kcal_mol": 5.5, "total_charge": 1, "spin_multiplicity": 6}

{"formula": "C4H8O2", "method": "ωB97M-V/def2-TZVPD", "species": ["C", "C", "C", "H", "H", "H", "H", "H", "H", "O", "C", "O", "H", "H"], "positions_angstrom": [[-0.355, -0.214, -2.029], [-1.111, 0.126, -0.990], [-1.492, -0.783, 0.118], [-0.242, 0.454, -2.876], [0.133, -1.184, -2.060], [-1.541, 1.125, -1.002], [-0.850, -1.664, 0.231], [-2.444, -1.268, -0.140], [-1.638, -0.320, 1.088], [1.603, 1.990, 1.197], [1.589, 0.794, 1.275], [2.408, 0.075, 2.047], [0.908, 0.169, 0.694], [3.033, 0.700, 2.446]], "smiles": "C=CC.O=CO", "gap_ha": 0.390, "homo_ha": -0.3592, "relative_energy_kcal_mol": 30.5, "spin_multiplicity": 1}

{"formula": "C33H90O35P2S9", "method": "ωB97M-V/def2-TZVPD", "species": ["C", "C", "O", "S", "C", "O", "O", "H", "H", "H", "H", "H", "H", "H", "H", "C", "C", "O", "S", "C", "O", "O", "H", "H", "H", "H", "H", "H", "H", "H", "C", "C", "O", "S", "C", "O", "O", "H", "H", "H", "H", "H", "H", "H", "H", "C", "C", "O", "S", "C", "O", "O", "H", "H", "H", "H", "H", "H", "H", "H", "C", "C", "O", "S", "C", "O", "O", "H", "H", "H", "H", "H", "H", "H", "H", "C", "C", "O", "S", "C", "O", "O", "H", "H", "H", "H", "H", "H", "H", "H", "C", "C", "O", "S", "C", "O", "O", "H", "H", "H", "H", "H", "H", "H", "H", "C", "C", "O", "S", "C", "O", "O", "H", "H", "H", "H", "H", "H", "H", "H", "C", "C", "O", "S", "C", "O", "O", "H", "H", "H", "H", "H", "H", "H", "H", "C", "O", "P", "O", "O", "C", "O", "C", "H", "H", "H", "H", "H", "H", "H", "H", "H", "C", "O", "P", "O", "O", "C", "O", "C", "H", "H", "H", "H", "H", "H", "H", "H", "H"], "positions_angstrom": [[2.778, -2.901, -2.724], [3.138, -1.381, -2.767], [3.898, -1.192, -1.532], [4.876, 0.093, -1.505], [6.510, -0.724, -1.338], [4.860, 0.814, -2.755], [4.598, 0.771, -0.261], [3.731, -3.498, -2.746], [2.302, -3.327, -3.622], [2.149, -3.120, -1.877], [3.767, -1.327, -3.637], [2.265, -0.692, -2.789], [6.830, -1.144, -2.294], [6.481, -1.432, -0.486], [7.124, 0.086, -1.043], [-4.841, -2.616, 1.101], [-5.868, -3.074, 0.033], [-5.575, -2.534, -1.243], [-6.261, -1.235, -1.808], [-5.522, 0.181, -1.102], [-6.013, -1.287, -3.233], [-7.626, -1.268, -1.349], [-4.964, -1.537, 1.329], [-3.848, -2.655, 0.710], [-4.956, -3.174, 2.028], [-5.730, -4.167, -0.216], [-6.935, -2.892, 0.249], [-5.721, 0.174, -0.084], [-6.087, 1.005, -1.598], [-4.438, 0.149, -1.290], [1.271, 3.983, 0.983], [-0.124, 3.522, 1.281], [-0.831, 4.787, 1.775], [-1.603, 4.939, 3.135], [-0.443, 5.991, 3.939], [-2.876, 5.669, 2.936], [-1.744, 3.676, 3.866], [1.673, 4.273, 1.955], [1.298, 4.750, 0.226], [1.780, 3.094, 0.584], [-0.735, 3.132, 0.453], [-0.154, 2.825, 2.061], [-0.229, 6.724, 3.159], [0.475, 5.446, 4.235], [-0.900, 6.424, 4.785], [0.167, -1.394, 4.253], [0.639, -0.493, 5.328], [0.452, 0.866, 4.718], [1.298, 2.122, 5.191], [0.176, 2.805, 6.456], [2.525, 1.630, 5.809], [1.361, 3.060, 4.138], [-0.903, -1.288, 4.154], [0.513, -2.391, 4.579], [0.622, -1.112, 3.307], [0.058, -0.609, 6.292], [1.713, -0.650, 5.517], [-0.756, 3.029, 5.941], [0.694, 3.651, 6.974], [0.005, 2.062, 7.252], [1.491, -9.591, 1.408], [1.420, -8.149, 1.290], [1.879, -7.892, -0.112], [2.503, -6.504, -0.329], [2.958, -6.743, -1.998], [1.468, -5.544, -0.291], [3.637, -6.321, 0.528], [1.109, -9.861, 2.409], [2.568, -9.788, 1.439], [0.937, -10.133, 0.648], [0.463, -7.715, 1.392], [1.964, -7.568, 2.040], [3.296, -7.785, -2.039], [3.797, -6.028, -2.097], [2.157, -6.523, -2.710], [-6.190, 3.329, 3.945], [-5.125, 2.855, 2.959], [-5.645, 3.013, 1.635], [-4.944, 3.578, 0.456], [-4.907, 5.372, 0.676], [-3.516, 3.261, 0.555], [-5.676, 3.284, -0.725], [-7.127, 2.826, 3.683], [-6.442, 4.369, 3.835], [-5.877, 3.127, 4.955], [-4.145, 3.332, 3.011], [-4.922, 1.751, 3.137], [-4.275, 5.916, -0.038], [-4.459, 5.569, 1.640], [-5.913, 5.755, 0.453], [-0.362, 0.400, -3.847], [-1.431, 1.411, -3.313], [-1.229, 2.692, -4.020], [-0.689, 3.887, -3.015], [-2.160, 4.494, -2.254], [0.101, 3.376, -1.956], [-0.202, 4.888, -3.955], [0.566, 1.015, -3.953], [-0.695, 0.008, -4.781], [-0.186, -0.484, -3.164], [-2.418, 1.118, -3.721], [-1.439, 1.575, -2.255], [-2.552, 3.648, -1.641], [-2.828, 5.001, -2.977], [-1.898, 5.296, -1.531], [-3.286, -2.643, -5.192], [-2.877, -2.835, -3.783], [-2.022, -4.046, -3.601], [-0.497, -4.057, -4.102], [-0.700, -4.807, -5.651], [-0.048, -2.709, -4.294], [0.243, -4.994, -3.279], [-2.431, -2.512, -5.850], [-3.892, -1.762, -5.281], [-3.938, -3.504, -5.494], [-2.371, -2.017, -3.324], [-3.750, -3.135, -3.247], [-1.072, -5.832, -5.575], [0.330, -5.003, -6.057], [-1.351, -4.242, -6.268], [2.304, 7.930, -4.462], [2.535, 6.863, -3.475], [3.888, 6.158, -3.869], [4.012, 4.761, -3.078], [3.423, 3.600, -4.273], [5.396, 4.584, -2.857], [3.055, 4.759, -1.983], [3.214, 8.609, -4.560], [1.549, 8.623, -4.016], [1.960, 7.536, -5.478], [2.570, 7.255, -2.426], [1.740, 6.030, -3.505], [3.649, 2.595, -3.886], [3.947, 3.714, -5.231], [2.338, 3.659, -4.350], [4.734, 0.027, 4.253], [3.789, -1.051, 4.438], [3.600, -2.267, 3.506], [2.664, -3.216, 4.051], [3.180, -1.636, 2.114], [2.870, -2.562, 0.994], [5.025, -2.844, 3.130], [5.750, -3.813, 3.895], [5.681, -0.486, 4.152], [4.685, 0.646, 5.132], [4.488, 0.515, 3.300], [2.372, -3.473, 1.326], [3.819, -2.717, 0.445], [2.316, -1.953, 0.331], [6.512, -4.117, 3.281], [5.075, -4.594, 4.179], [6.188, -3.289, 4.764], [1.093, 0.585, -0.088], [-0.228, 0.294, -0.605], [-1.123, -0.781, 0.127], [-2.421, -1.031, -0.596], [-1.237, -0.275, 1.639], [-2.262, 0.561, 2.120], [-0.058, -1.860, 0.294], [-0.528, -3.229, 0.605], [1.833, -0.091, -0.511], [1.107, 0.516, 1.027], [1.306, 1.618, -0.426], [-3.088, -0.022, 2.488], [-2.711, 1.201, 1.326], [-1.802, 1.125, 2.896], [-1.500, -3.486, 0.164], [-0.704, -3.154, 1.730], [0.253, -3.852, 0.157]], "smiles": "CCOS(C)(=O)=O.CCOS(C)(=O)=O.CCOS(C)(=O)=O.CCOS(C)(=O)=O.CCOS(C)(=O)=O.CCOS(C)(=O)=O.CCOS(C)(=O)=O.CCOS(C)(=O)=O.CCOS(C)(=O)=O.COP(=O)(OC)OC.COP(=O)(OC)OC", "gap_ha": 0.390, "homo_ha": -0.3817, "spin_multiplicity": 1}

{"formula": "C7H13Cl2P", "method": "ωB97M-V/def2-TZVPD", "species": ["C", "C", "C", "C", "C", "C", "C", "P", "Cl", "Cl", "H", "H", "H", "H", "H", "H", "H", "H", "H", "H", "H", "H", "H"], "positions_angstrom": [[-0.182, 1.512, 0.102], [0.732, 0.226, -1.715], [0.551, -0.817, -0.571], [0.852, 1.557, -1.033], [2.324, 1.721, -0.543], [-2.271, -2.176, 1.112], [-2.131, -0.681, 1.203], [-0.130, 0.008, 0.918], [-0.336, 3.026, 0.901], [1.227, -0.936, 2.273], [1.665, -0.045, -2.209], [-0.042, 0.157, -2.434], [-0.271, -1.638, -0.739], [1.535, -1.358, -0.235], [0.360, 2.400, -1.603], [2.369, 0.957, 0.132], [2.526, 2.676, -0.017], [2.959, 1.404, -1.266], [-2.054, -2.494, 0.136], [-1.608, -2.619, 1.828], [-3.310, -2.537, 1.347], [-2.355, -0.199, 2.106], [-2.409, -0.145, 0.308]], "gap_ha": [0.231, 0.297], "homo_ha": [-0.2000, -0.3597], "spin_multiplicity": 3}

no.,M (g/mol)
1,879.58
2,88.11
3,1397.60
4,199.06